{
  "formula": "C11H19Br2ClO3PdS",
  "method": "the ωB97M-V functional and the def2-TZVPD basis",
  "elements": ["C", "C", "C", "C", "C", "Cl", "C", "C", "C", "Br", "C", "C", "Br", "O", "S", "O", "O", "C", "H", "H", "H", "H", "H", "H", "H", "H", "H", "H", "H", "H", "H", "H", "H", "H", "H", "H", "H", "Pd"],
  "coordinates": [[-3.197, -0.663, -1.160], [-2.257, -1.825, -0.892], [-1.543, -1.853, 0.470], [-0.825, -3.195, 0.648], [-0.584, -0.618, 0.734], [-1.666, 0.802, 1.065], [0.252, -0.287, -0.515], [1.258, 0.830, -0.200], [1.988, 1.294, -1.475], [3.705, 0.544, -1.738], [2.152, 2.908, -1.410], [2.731, 3.422, -0.107], [0.393, 3.582, -1.794], [2.188, 0.370, 0.752], [1.629, 0.263, 2.264], [1.100, 1.543, 2.603], [2.638, -0.421, 2.977], [0.241, -0.849, 2.000], [-2.737, 0.315, -1.284], [-3.781, -0.475, -0.160], [-3.824, -0.843, -2.044], [-1.547, -1.844, -1.730], [-2.813, -2.764, -0.961], [-2.315, -1.759, 1.242], [-0.694, -3.446, 1.699], [0.157, -3.220, 0.170], [-1.416, -3.990, 0.193], [-0.405, 0.034, -1.323], [0.805, -1.173, -0.842], [0.726, 1.683, 0.234], [1.409, 1.029, -2.354], [2.751, 3.184, -2.275], [1.967, 3.739, 0.601], [3.378, 4.276, -0.312], [3.344, 2.658, 0.375], [-0.376, -0.680, 2.886], [0.674, -1.845, 2.047], [-5.507, -0.727, -0.386]],
  "atomic_forces_ev_per_a": [[0.1, 0.0, -0.6], [-0.1, 0.0, 0.1], [0.1, 0.0, 0.1], [0.1, 0.0, 0.0], [0.0, 0.2, -0.2], [0.0, 0.0, 0.0], [0.0, -0.1, 0.1], [0.0, 0.1, 0.0], [-0.3, 0.2, 0.2], [0.1, -0.1, 0.0], [0.2, -0.2, -0.1], [0.1, 0.0, 0.1], [-0.1, 0.1, 0.0], [0.2, -0.3, 0.0], [-0.2, 0.1, -0.4], [0.1, 0.0, 0.2], [-0.1, 0.2, 0.2], [-0.1, 0.0, 0.2], [0.0, -0.1, 0.0], [-0.2, 0.0, 0.4], [-0.1, -0.1, 0.1], [0.1, 0.0, 0.1], [0.0, 0.1, 0.0], [0.0, -0.2, 0.0], [0.0, 0.0, 0.0], [-0.1, 0.0, 0.0], [0.0, 0.0, 0.1], [0.1, 0.0, 0.0], [0.0, 0.0, 0.0], [-0.1, 0.0, -0.1], [0.0, 0.2, 0.0], [-0.1, -0.1, 0.0], [0.0, -0.1, 0.0], [-0.1, 0.0, 0.0], [0.0, 0.0, -0.1], [0.0, -0.2, 0.0], [0.0, 0.0, -0.1], [0.3, 0.1, 0.0]],
  "spin_multiplicity": 1,
  "max_force_ev_per_a": 0.646,
  "orbital_gap_ev": 2.114,
  "charge": 2,
  "energy_ev": -184756.1235
}



{
  "formula": "C11H19BrClGdO4P",
  "method": "the ωB97M-V functional and the def2-TZVPD basis",
  "elements": ["C", "C", "O", "C", "C", "C", "C", "C", "C", "O", "C", "O", "C", "C", "Br", "P", "O", "Cl", "H", "H", "H", "H", "H", "H", "H", "H", "H", "H", "H", "H", "H", "H", "H", "H", "H", "H", "H", "Gd"],
  "coordinates": [[3.370, -2.452, -1.540], [1.829, -2.490, -1.169], [1.134, -1.499, -1.846], [1.230, -0.179, -1.375], [0.012, 0.267, -0.470], [-0.665, -0.802, 0.382], [-1.366, -1.847, -0.480], [-1.662, -0.235, 1.416], [-3.106, -0.052, 0.923], [-0.944, 0.701, -1.437], [-1.537, 1.905, -1.163], [-2.424, 2.373, -1.842], [-0.909, 2.497, 0.103], [0.348, 1.628, 0.230], [1.710, 2.716, -0.751], [1.080, 1.446, 1.995], [2.614, 1.825, 1.896], [0.252, 3.236, 3.091], [3.639, -3.431, -1.881], [3.571, -1.707, -2.287], [3.908, -2.243, -0.633], [1.448, -3.428, -1.532], [1.667, -2.465, -0.097], [1.185, 0.448, -2.245], [2.159, -0.053, -0.839], [0.106, -1.311, 0.956], [-2.003, -1.409, -1.223], [-0.658, -2.522, -0.931], [-1.953, -2.458, 0.184], [-1.323, 0.684, 1.884], [-1.712, -0.962, 2.209], [-3.642, 0.663, 1.527], [-3.168, 0.232, -0.113], [-3.614, -0.990, 1.039], [-1.585, 2.450, 0.932], [-0.651, 3.487, -0.219], [3.074, 1.034, 1.573], [-1.414, 4.941, 3.733]],
  "atomic_forces_ev_per_a": [[-0.4, 0.3, 0.6], [0.2, -1.2, -0.3], [0.0, 0.4, 0.1], [-0.1, -0.5, 0.6], [-1.0, 1.0, -1.0], [0.2, 0.0, 0.2], [0.4, 0.0, 0.5], [-0.6, 0.0, -0.3], [0.5, -0.1, 0.1], [-0.3, 0.2, -0.3], [-2.3, 0.6, -1.2], [2.2, -1.1, 1.6], [0.3, -1.0, -1.4], [1.6, 1.7, 0.9], [-0.1, -0.4, -0.2], [-0.6, -2.1, -0.2], [-0.6, 0.3, -0.1], [0.8, 0.0, -0.3], [0.1, -0.4, -0.4], [0.1, 0.2, -0.4], [0.3, 0.2, 0.3], [-0.3, -0.3, -0.3], [0.2, 0.6, 0.3], [0.0, 0.3, -0.4], [0.4, -0.1, 0.3], [0.4, -0.1, 0.2], [-0.2, 0.1, -0.4], [0.1, -0.2, -0.4], [-0.4, -0.4, 0.2], [0.3, 0.1, 0.1], [0.2, -0.2, 0.5], [-0.1, 0.3, 0.2], [-0.2, 0.2, -0.4], [-0.4, -0.4, -0.1], [-0.5, 0.0, 0.3], [0.0, 0.7, 0.5], [0.8, 0.1, 0.1], [-0.9, 1.1, 0.5]],
  "spin_multiplicity": 8,
  "max_force_ev_per_a": 2.921,
  "orbital_gap_ev": [6.702, 5.368],
  "charge": 3,
  "energy_ev": -132560.7761,
  "e_above_lowest_kcal_mol": 13.20
}



{
  "formula": "C11H19BrIO2Pb",
  "method": "the ωB97M-V functional and the def2-TZVPD basis",
  "elements": ["C", "C", "C", "I", "C", "C", "C", "C", "C", "O", "C", "C", "C", "O", "Br", "H", "H", "H", "H", "H", "H", "H", "H", "H", "H", "H", "H", "H", "H", "H", "H", "H", "H", "H", "Pb"],
  "coordinates": [[-1.517, 0.034, 1.493], [-1.748, 1.523, 1.305], [-0.538, 2.303, 0.683], [-0.569, 4.281, 1.516], [0.778, 1.584, 0.766], [1.307, 1.216, -0.596], [0.445, 0.221, -1.410], [0.986, -1.216, -1.356], [-0.077, -2.272, -1.088], [-0.117, -3.207, -2.163], [-1.175, -4.132, -1.998], [1.894, 2.174, 1.571], [1.616, 2.133, 3.058], [0.876, 1.311, 3.552], [2.571, 3.430, 4.119], [-0.607, -0.182, 2.044], [-1.561, -0.524, 0.568], [-2.329, -0.354, 2.103], [-2.018, 1.975, 2.249], [-2.592, 1.668, 0.640], [-0.755, 2.428, -0.369], [2.280, 0.762, -0.452], [1.399, 2.157, -1.138], [0.493, 0.548, -2.443], [-0.597, 0.282, -1.133], [1.422, -1.450, -2.322], [1.787, -1.336, -0.637], [0.110, -2.779, -0.144], [-1.060, -1.813, -1.001], [-2.132, -3.604, -1.888], [-1.215, -4.754, -2.887], [-1.020, -4.730, -1.108], [2.176, 3.163, 1.221], [2.782, 1.556, 1.445], [-1.293, -2.394, -4.201]],
  "atomic_forces_ev_per_a": [[-0.4, -0.1, 0.4], [0.2, 0.0, -0.2], [-0.6, -1.2, 0.9], [0.1, 0.1, -0.1], [0.9, 3.3, -2.3], [-0.7, -1.6, 1.1], [0.5, 0.2, -0.5], [-0.4, -0.2, -0.1], [0.0, 0.5, 0.4], [0.1, 0.0, -0.5], [-0.3, -0.2, 0.3], [0.0, -1.5, 1.3], [-1.3, -1.1, 0.9], [1.3, 1.5, -0.8], [-0.1, -0.3, -0.2], [0.3, 0.0, 0.0], [0.2, -0.1, -0.2], [-0.1, -0.1, 0.1], [0.1, 0.0, 0.3], [-0.2, 0.2, -0.1], [0.0, 0.1, -0.2], [0.4, 0.2, -0.3], [0.1, 0.3, -0.1], [-0.2, 0.1, -0.2], [-0.2, 0.0, 0.1], [0.2, -0.1, -0.1], [0.2, 0.1, 0.2], [0.1, -0.4, 0.0], [-0.2, 0.0, -0.1], [-0.1, 0.1, 0.1], [0.2, -0.3, 0.0], [0.0, -0.3, 0.1], [-0.2, 0.3, -0.1], [0.2, 0.0, 0.0], [0.2, 0.5, -0.3]],
  "spin_multiplicity": 1,
  "max_force_ev_per_a": 4.162,
  "orbital_gap_ev": 2.276,
  "charge": 1,
  "energy_ev": -99188.3640,
  "e_above_lowest_kcal_mol": 0.00
}



{
  "formula": "C11H19F3N4O5P",
  "method": "the ωB97M-V functional and the def2-TZVPD basis",
  "elements": ["N", "P", "O", "O", "C", "N", "C", "N", "N", "C", "C", "C", "C", "F", "C", "F", "F", "H", "H", "H", "H", "H", "H", "H", "H", "H", "H", "H", "H", "H", "C", "C", "C", "O", "C", "O", "O", "H", "H", "H", "H", "H", "H"],
  "coordinates": [[0.310, 2.877, -1.328], [1.586, 2.026, -1.736], [1.913, 1.977, -3.402], [2.942, 2.756, -0.982], [1.528, 0.235, -1.135], [1.029, -0.655, -2.199], [-0.414, -0.880, -1.905], [-1.413, -1.120, -2.785], [-0.549, -0.749, -0.460], [0.665, -0.131, 0.150], [1.245, -1.234, 1.186], [1.839, -2.531, 0.469], [3.345, -2.387, 0.009], [4.184, -1.568, 0.828], [3.936, -2.944, -1.155], [4.289, -2.071, -2.205], [4.143, -4.314, -1.281], [0.660, 3.641, -0.718], [2.590, 1.264, -3.501], [3.313, 3.378, -1.655], [2.600, 0.084, -0.754], [1.525, -1.557, -2.243], [-1.685, -2.050, -3.112], [-1.974, -0.307, -3.074], [-0.830, -1.602, 0.044], [0.442, 0.751, 0.846], [2.013, -0.704, 1.848], [0.382, -1.532, 1.877], [1.205, -2.720, -0.463], [1.788, -3.390, 1.213], [-3.936, 2.471, 1.268], [-3.577, 1.526, 2.394], [-2.146, 1.077, 2.373], [-2.213, -0.193, 3.012], [-3.465, -0.681, 2.769], [-3.798, -1.809, 2.969], [-4.278, 0.288, 2.263], [-3.339, 3.384, 1.312], [-3.785, 1.996, 0.294], [-4.993, 2.741, 1.322], [-3.846, 1.970, 3.358], [-1.489, 1.753, 2.923], [-1.745, 0.932, 1.365]],
  "atomic_forces_ev_per_a": [[1.7, -1.3, -0.2], [-0.5, 3.4, 0.4], [0.3, -1.1, 3.2], [-1.2, -1.5, -2.2], [1.5, -0.5, 1.4], [-2.1, 0.4, 0.3], [2.6, 0.2, 4.2], [0.3, -0.2, 0.3], [1.0, 0.5, -3.5], [-0.1, -0.6, 1.2], [0.6, 0.7, -0.3], [0.9, -0.6, 0.8], [0.6, -0.4, -0.2], [-2.0, -0.1, -2.3], [-0.6, 0.7, 1.1], [0.9, -2.6, 2.2], [-1.3, 3.4, -1.1], [-0.6, -0.5, -0.6], [-0.5, 0.6, -0.5], [-0.2, -0.5, 0.7], [-1.2, -0.4, -1.2], [-0.2, 0.4, -0.5], [0.3, 0.6, 0.1], [0.2, -0.6, 0.4], [-1.2, 0.7, -0.4], [-0.1, -0.9, -1.6], [-1.0, -0.9, -1.0], [1.1, 0.4, -1.0], [0.9, -0.2, 1.4], [-0.3, 0.9, -1.0], [-0.4, -0.1, -0.1], [-0.3, 1.0, -0.6], [0.6, 0.4, 0.3], [-0.2, -0.3, -0.2], [-0.7, -0.8, 0.1], [0.3, 0.6, -0.2], [0.6, -0.6, 0.3], [0.0, -0.1, 0.1], [0.1, 0.0, 0.1], [0.1, 0.1, 0.1], [0.1, -0.1, 0.0], [0.0, -0.2, 0.1], [-0.2, 0.2, -0.1]],
  "spin_multiplicity": 1,
  "max_force_ev_per_a": 4.972,
  "orbital_gap_ev": 6.065,
  "charge": 1,
  "energy_ev": -45342.2394
}



{
  "formula": "C11H19FInN2O9S",
  "method": "the ωB97M-V functional and the def2-TZVPD basis",
  "elements": ["C", "C", "In", "N", "C", "C", "O", "C", "N", "S", "O", "O", "F", "H", "H", "H", "H", "H", "H", "H", "H", "H", "H", "H", "C", "C", "O", "C", "O", "O", "H", "H", "H", "H", "C", "C", "O", "C", "O", "O", "H", "H", "H", "H"],
  "coordinates": [[-1.821, 5.610, -0.683], [-1.126, 4.559, -0.011], [-0.027, 3.030, 1.324], [0.251, 3.940, 3.277], [2.028, 2.486, 0.443], [3.278, 2.909, 1.456], [4.532, 3.192, 0.688], [3.594, 1.735, 2.597], [2.339, 1.570, 3.433], [-1.369, 0.896, 1.481], [-0.622, -0.331, 0.834], [-2.713, 1.045, 0.730], [-1.542, 0.585, 3.180], [-2.111, 6.731, -0.972], [1.222, 4.371, 3.345], [-0.403, 4.778, 3.275], [2.048, 1.315, 0.267], [2.143, 3.045, -0.602], [2.909, 3.899, 2.009], [4.295, 3.528, -0.236], [4.422, 2.199, 3.318], [3.942, 0.714, 2.117], [2.364, 2.135, 4.312], [2.106, 0.567, 3.606], [0.229, -1.373, -1.825], [0.058, -2.491, -2.801], [1.106, -2.278, -3.728], [2.068, -1.557, -3.080], [3.182, -1.341, -3.525], [1.619, -1.112, -1.870], [-0.081, -1.651, -0.814], [-0.310, -0.469, -2.127], [0.190, -3.475, -2.337], [-0.914, -2.462, -3.301], [-3.807, -4.038, -0.614], [-4.141, -5.428, -1.049], [-3.900, -5.399, -2.443], [-3.013, -4.387, -2.672], [-2.456, -4.187, -3.738], [-2.829, -3.629, -1.551], [-3.407, -4.005, 0.403], [-4.666, -3.361, -0.681], [-3.486, -6.177, -0.593], [-5.181, -5.691, -0.840]],
  "atomic_forces_ev_per_a": [[5.0, -5.4, 4.9], [-5.3, 7.7, -4.7], [2.1, 1.7, 0.0], [-0.2, 1.6, -0.7], [1.0, -0.7, -0.2], [-1.2, -0.2, -0.6], [-1.8, 0.2, -0.5], [0.2, 1.5, 0.2], [0.9, -0.6, -0.2], [-1.9, -4.2, -4.4], [-2.0, 3.9, 3.2], [3.6, -0.2, 3.3], [-0.2, 0.0, -2.0], [0.7, -3.2, 0.7], [-1.6, -0.8, -0.3], [1.1, -1.2, 0.1], [0.1, 2.4, 0.1], [-0.1, -1.2, 2.2], [1.1, -2.0, -0.9], [0.1, -0.8, 2.1], [-1.3, -1.2, -1.8], [-0.7, 2.3, 0.9], [-0.1, -1.0, -1.2], [0.4, 1.5, 0.0], [-1.0, 0.1, 0.8], [-1.0, -0.4, 0.0], [1.0, 0.6, 0.1], [1.9, 0.5, -0.5], [-2.2, -0.5, 0.8], [0.9, -0.4, -1.1], [0.2, 0.3, -0.2], [0.0, -0.1, 0.1], [0.0, 0.0, 0.0], [0.4, -0.1, 0.0], [-0.3, 0.6, 1.1], [-0.5, -0.8, 0.6], [0.5, 0.6, -0.4], [1.1, 0.5, -2.1], [-1.3, -0.5, 2.3], [0.1, -0.6, -1.0], [0.1, 0.1, -0.3], [0.1, -0.1, 0.0], [0.0, 0.1, 0.0], [0.2, 0.0, -0.2]],
  "spin_multiplicity": 1,
  "max_force_ev_per_a": 10.504,
  "orbital_gap_ev": 7.759,
  "charge": -1,
  "energy_ev": -51844.5325,
  "e_above_lowest_kcal_mol": 112.29
}



{
  "formula": "C11H19IrN6S",
  "method": "the ωB97M-V functional and the def2-TZVPD basis",
  "elements": ["Ir", "N", "C", "S", "N", "N", "C", "C", "C", "C", "C", "C", "N", "H", "H", "H", "H", "H", "H", "H", "C", "C", "C", "C", "N", "N", "H", "H", "H", "H", "H", "H", "H", "H", "H", "H", "H", "H"],
  "coordinates": [[0.783, 0.580, 0.224], [3.946, -1.930, 1.780], [2.817, -1.366, 1.372], [2.957, -0.062, 0.188], [1.671, -1.784, 1.797], [0.627, -1.131, 1.241], [-0.543, -1.621, 1.436], [-1.654, -0.928, 0.814], [-2.955, -1.387, 0.845], [-3.929, -0.693, 0.143], [-3.562, 0.428, -0.582], [-2.241, 0.836, -0.566], [-1.298, 0.191, 0.138], [4.841, -1.614, 1.448], [3.910, -2.732, 2.392], [-0.677, -2.529, 2.010], [-3.192, -2.287, 1.396], [-4.955, -1.035, 0.149], [-4.284, 0.987, -1.159], [-1.921, 1.692, -1.128], [-0.417, 3.920, -1.524], [0.980, 3.911, -0.938], [1.214, 5.093, -0.004], [2.027, 3.844, -2.040], [1.220, 2.645, -0.117], [0.443, 2.379, 1.056], [-0.505, 4.766, -2.203], [-1.199, 4.046, -0.768], [-0.590, 3.022, -2.113], [1.089, 6.015, -0.570], [2.227, 5.091, 0.404], [0.493, 5.114, 0.817], [1.989, 4.767, -2.617], [1.843, 3.009, -2.717], [3.037, 3.755, -1.633], [2.193, 2.680, 0.187], [-0.515, 2.723, 0.963], [0.814, 2.691, 1.954]],
  "atomic_forces_ev_per_a": [[1.1, -0.8, 0.7], [0.0, 0.0, 0.0], [0.3, 0.1, 0.1], [-0.2, 0.6, -0.7], [-0.1, -0.4, 0.3], [-0.4, -0.1, 0.0], [-0.5, -0.1, 0.0], [0.2, 0.1, 0.1], [0.0, -0.1, 0.0], [-0.1, 0.0, 0.0], [0.0, -0.1, 0.0], [0.1, -0.2, 0.2], [-0.3, 0.6, -0.5], [0.0, 0.0, 0.0], [0.0, 0.0, 0.0], [0.1, 0.0, 0.0], [0.0, 0.0, 0.0], [0.0, 0.0, 0.0], [0.0, 0.0, 0.0], [0.1, 0.2, -0.1], [0.0, -0.1, 0.1], [-0.1, 0.1, 0.0], [0.0, 0.0, -0.1], [0.1, -0.1, 0.0], [0.0, 0.1, 0.2], [-0.6, 0.2, -0.2], [0.0, 0.0, 0.0], [0.0, 0.0, 0.0], [0.0, -0.1, -0.1], [0.0, 0.0, 0.0], [0.0, 0.0, 0.0], [0.0, 0.0, 0.0], [0.0, 0.0, 0.0], [0.0, 0.0, 0.0], [0.0, 0.0, 0.0], [0.0, 0.1, 0.0], [0.1, 0.1, -0.1], [0.3, -0.2, -0.1]],
  "spin_multiplicity": 1,
  "max_force_ev_per_a": 1.508,
  "orbital_gap_ev": 6.894,
  "charge": 2,
  "energy_ev": -34314.5544,
  "e_above_lowest_kcal_mol": 6.31
}



> Which of these has the highest charge?

C11H19BrClGdO4P